Density functional theory data (ωB97M-V/def2-TZVPD) for a cluster of 16 separate species, C34H97N3O16 in total in a non-equilibrium geometry.

Last column: Mulliken spin population.
Positions of all 150 atoms, in Å:
C -2.364 -4.261 9.072  0.291
O -3.047 -5.147 8.272  -0.055
H -1.819 -4.865 9.798  -0.055
H -1.648 -3.552 8.659  0.000
H -3.115 -3.700 9.627  -0.009
H -2.460 -5.863 8.018  -0.036
C -8.828 -11.039 7.133  0.273
O -8.119 -10.153 8.034  0.317
H -8.457 -10.835 6.129  -0.059
H -8.881 -12.072 7.477  -0.022
H -9.877 -10.771 7.006  0.036
H -7.171 -10.302 8.060  0.163
C -5.107 -7.331 5.426  0.798
O -6.228 -8.009 5.943  -0.879
H -4.792 -7.665 4.438  -0.079
H -5.533 -6.335 5.304  -0.014
H -4.270 -7.212 6.114  0.119
H -6.574 -8.631 5.298  0.212
C -5.184 -1.577 12.130  0.039
O -5.139 -0.674 11.052  -0.011
H -5.438 -2.576 11.778  -0.009
H -4.210 -1.771 12.580  -0.007
H -5.817 -1.297 12.972  0.005
H -4.285 -0.611 10.618  0.003
C -3.389 -8.346 10.696  0.634
O -4.642 -9.112 10.766  -0.319
H -3.412 -7.263 10.569  0.030
H -2.600 -8.610 11.400  -0.097
H -2.944 -8.647 9.748  -0.071
H -5.028 -9.225 9.894  0.291
C -10.649 -12.397 14.812  0.003
O -10.675 -10.986 14.718  -0.006
H -9.633 -12.692 15.071  0.000
H -11.312 -12.757 15.599  0.001
H -10.954 -12.878 13.883  -0.002
H -10.122 -10.751 13.969  0.003
C -7.323 -9.146 12.988  0.032
O -8.333 -10.088 12.979  -0.090
H -6.689 -9.402 13.836  0.004
H -6.778 -9.036 12.051  -0.006
H -7.806 -8.184 13.163  0.033
H -7.880 -10.934 13.019  0.024
C -13.985 -3.268 8.822  -0.001
C -13.653 -2.705 7.426  -0.002
C -13.956 -1.130 7.555  0.000
C -13.344 -0.423 6.333  0.000
C -11.781 -0.709 6.214  0.004
C -11.390 -2.210 6.034  -0.033
N -12.192 -2.968 7.079  0.002
O -11.782 -4.306 7.431  -0.024
C -11.683 -2.684 4.601  0.008
C -9.847 -2.358 6.205  0.017
C -14.677 -3.188 6.332  0.000
H -13.261 -2.998 9.591  0.001
H -14.057 -4.355 8.851  -0.001
H -14.987 -2.937 9.091  0.000
H -15.030 -0.943 7.579  0.000
H -13.405 -0.710 8.397  0.000
H -13.515 0.650 6.416  0.000
H -13.770 -0.782 5.396  0.000
H -11.388 -0.500 7.210  0.001
H -11.279 0.012 5.569  0.000
H -11.693 -3.774 4.624  0.000
H -12.642 -2.372 4.189  0.003
H -11.039 -2.401 3.768  0.000
H -9.316 -1.523 5.748  -0.002
H -9.692 -2.143 7.262  0.005
H -9.579 -3.355 5.856  0.001
H -14.628 -4.257 6.127  0.001
H -14.500 -2.761 5.344  0.000
H -15.696 -2.987 6.661  0.000
H -11.143 -4.015 8.086  0.000
C -11.441 -2.436 13.658  -0.001
C -12.645 -1.523 13.253  -0.004
C -14.013 -2.279 13.560  0.000
C -14.334 -2.345 15.056  0.000
C -14.455 -0.901 15.555  0.000
C -13.203 -0.045 15.348  0.000
N -12.606 -0.292 13.988  0.001
O -11.476 0.516 13.660  0.000
C -13.748 1.381 15.343  0.000
C -12.197 -0.236 16.437  0.000
C -12.698 -1.234 11.732  0.001
H -11.241 -2.230 14.709  0.000
H -10.595 -2.120 13.047  0.001
H -11.712 -3.490 13.595  0.000
H -14.813 -1.726 13.067  0.000
H -14.021 -3.282 13.131  0.000
H -13.584 -2.917 15.601  0.000
H -15.298 -2.809 15.262  0.000
H -14.665 -0.992 16.621  0.000
H -15.399 -0.539 15.149  0.000
H -14.351 1.571 14.455  0.000
H -14.304 1.512 16.271  0.000
H -13.050 2.218 15.313  0.000
H -12.666 -0.252 17.420  0.000
H -11.699 -1.206 16.439  0.000
H -11.350 0.447 16.501  0.000
H -13.697 -0.897 11.455  0.000
H -12.399 -2.130 11.189  0.000
H -11.973 -0.472 11.445  0.000
H -10.736 0.201 14.184  0.000
C -10.875 -7.807 11.636  0.009
C -10.071 -6.514 11.249  -0.001
C -9.636 -5.772 12.627  -0.001
C -8.562 -4.674 12.381  0.019
C -7.408 -5.106 11.489  -0.065
C -7.805 -5.716 10.097  -0.290
N -8.851 -6.747 10.394  0.086
O -9.157 -7.612 9.345  0.164
C -8.203 -4.570 9.103  0.094
C -6.602 -6.449 9.473  0.504
C -11.123 -5.513 10.565  0.000
H -10.126 -8.433 12.120  -0.005
H -11.406 -8.353 10.856  0.007
H -11.554 -7.587 12.460  0.000
H -10.425 -5.209 13.125  0.001
H -9.177 -6.446 13.350  0.000
H -8.169 -4.287 13.321  0.008
H -9.035 -3.797 11.938  -0.001
H -6.764 -5.816 12.007  0.001
H -6.797 -4.259 11.179  0.026
H -8.444 -4.896 8.092  -0.015
H -8.972 -3.854 9.393  0.022
H -7.322 -4.048 8.729  -0.031
H -5.773 -5.763 9.300  0.107
H -6.204 -7.142 10.214  -0.043
H -6.884 -6.985 8.566  -0.146
H -11.833 -5.246 11.348  -0.001
H -11.725 -5.899 9.742  0.000
H -10.621 -4.598 10.251  0.003
H -8.623 -8.402 9.454  -0.017
O -13.823 -8.415 9.944  -0.001
H -13.205 -9.094 10.213  0.001
H -13.334 -7.878 9.321  0.000
O -5.404 -9.627 8.268  -1.582
H -5.859 -8.892 7.856  -0.037
H -4.553 -9.657 7.832  0.852
O -9.706 -10.692 10.303  -0.165
H -9.244 -10.198 10.981  0.016
H -9.014 -11.158 9.833  0.046
O -12.423 -10.716 10.439  0.002
H -12.579 -10.776 11.381  0.002
H -11.471 -10.651 10.357  0.013
O -9.806 -6.682 6.695  -0.015
H -9.472 -7.026 7.523  -0.008
H -10.382 -5.962 6.949  -0.022
O -13.277 -6.982 7.621  0.000
H -13.035 -7.438 6.815  -0.001
H -13.158 -6.054 7.417  0.000

HOMO-LUMO gap (alpha / beta)	1.710 / 7.801	eV
total energy	-2721.38389	hartree
<S²>	0.750
LUMO level (alpha / beta)	1.84 / 1.83	eV
net charge	-1
highest occupied orbital energy (alpha / beta)	0.005 / -0.219	hartree
multiplicity	2

=====

Density functional theory data (ωB97M-V/def2-TZVPD) for a cluster of 5 separate species, C9H17Br8Cl3 in total in a non-equilibrium geometry.

Last column: Mulliken spin population.
Positions of all 37 atoms, in Å:
Br 0.951 6.812 2.054  0.000
C 0.133 5.078 2.366  0.000
C 0.905 3.996 1.654  0.000
Br 0.027 2.133 1.793  0.000
H -0.868 5.243 1.968  0.000
H 0.110 4.856 3.433  0.000
H 1.935 3.783 1.939  0.000
H 0.976 4.180 0.582  0.000
Br -2.870 0.986 -1.862  0.000
C -1.556 2.350 -2.519  0.000
C -1.820 3.835 -2.184  0.000
Br -0.557 5.124 -3.125  0.000
H -1.583 2.214 -3.600  0.000
H -0.534 2.129 -2.211  0.000
H -1.601 3.999 -1.129  0.000
H -2.850 4.164 -2.320  0.000
Br 6.686 -3.247 0.657  0.538
C 5.417 -3.764 2.049  -0.020
C 4.818 -2.474 2.374  -0.045
Br 6.140 -1.315 3.405  0.494
H 5.926 -4.291 2.855  0.000
H 4.760 -4.539 1.653  0.016
H 3.928 -2.626 2.984  0.010
H 4.419 -1.973 1.491  0.006
Br -4.643 -1.822 -1.159  0.000
C -3.935 -3.620 -1.456  0.000
C -4.422 -4.111 -2.831  0.000
Br -3.932 -6.090 -2.909  0.000
H -4.436 -4.218 -0.695  0.000
H -2.853 -3.718 -1.363  0.000
H -3.900 -3.547 -3.604  0.000
H -5.488 -3.998 -3.026  0.000
C 0.094 -1.002 0.628  0.000
Cl 0.636 -0.233 -0.889  0.000
Cl 1.492 -1.740 1.389  0.000
Cl -1.103 -2.266 0.321  0.000
H -0.401 -0.289 1.288  0.000

HOMO-LUMO gap (alpha / beta)	7.286 / 1.648	eV
total energy	-22325.40385	hartree
<S²>	0.757
LUMO level (alpha / beta)	-4.39 / -10.02	eV
net charge	+1
energy relative to the best compared isomer or geometry (same formula, charge and spin)	6.7	kcal per mole
highest occupied orbital energy (alpha / beta)	-0.429 / -0.429	hartree
multiplicity	2

=====

Density functional theory data (ωB97M-V/def2-TZVPD) for a structure of composition C32H38O4P3S2V in a non-equilibrium geometry.

Last column: Mulliken spin population.
Positions of all 80 atoms, in Å:
V 14.382 11.165 9.996  1.744
O 13.206 10.166 8.742  0.021
P 11.692 10.009 8.900  -0.012
C 10.725 11.585 8.798  0.008
P 11.810 13.028 9.279  -0.033
O 13.018 12.675 10.173  0.029
C 10.724 14.060 10.192  0.001
C 11.046 14.533 11.504  0.006
C 10.201 15.453 12.119  -0.001
C 9.094 15.962 11.458  0.000
C 8.820 15.475 10.163  0.000
C 9.624 14.561 9.492  0.000
C 12.424 13.556 7.668  0.004
C 11.839 13.287 6.454  0.002
C 12.383 13.781 5.262  0.000
C 13.555 14.520 5.246  0.000
C 14.102 14.909 6.520  0.000
C 13.539 14.456 7.688  -0.002
C 11.279 9.231 10.429  0.004
C 10.847 9.926 11.599  -0.004
C 10.813 9.204 12.784  0.005
C 11.146 7.844 12.863  0.001
C 11.428 7.178 11.712  -0.001
C 11.549 7.858 10.451  -0.008
C 11.150 8.935 7.542  -0.002
C 11.963 8.770 6.409  0.002
C 11.555 7.836 5.477  0.000
C 10.550 6.870 5.749  0.000
C 9.729 7.029 6.861  0.000
C 10.050 8.098 7.705  0.001
H 9.844 11.601 9.417  0.000
H 10.217 11.708 7.845  -0.001
H 11.930 14.183 12.037  -0.001
H 10.377 15.767 13.151  0.000
H 8.430 16.671 11.966  0.000
H 7.920 15.773 9.647  0.000
H 9.544 14.386 8.421  0.000
H 10.982 12.661 6.454  0.000
H 11.852 13.500 4.335  0.000
H 13.986 14.925 4.351  0.000
H 14.952 15.621 6.539  0.000
H 13.972 14.764 8.665  0.001
H 10.539 10.990 11.499  0.000
H 10.537 9.775 13.664  0.000
H 11.259 7.408 13.893  0.000
H 11.520 6.105 11.643  0.000
H 11.805 7.348 9.542  0.000
H 12.715 9.524 6.160  0.000
H 12.153 7.757 4.566  0.000
H 10.377 6.089 4.999  0.000
H 8.807 6.467 7.105  0.000
H 9.405 8.380 8.600  0.000
C 19.583 12.731 11.454  -0.001
C 19.085 11.388 11.068  0.001
C 20.233 10.318 11.064  -0.001
O 18.769 11.486 9.647  0.001
P 17.287 11.497 8.958  0.016
S 16.232 9.709 9.276  -0.026
S 16.158 12.791 10.037  -0.032
O 17.456 11.902 7.462  0.002
C 18.360 12.902 6.637  0.000
C 19.690 12.276 6.340  0.000
C 18.463 14.205 7.347  -0.001
H 19.893 12.627 12.504  0.000
H 18.846 13.525 11.293  0.000
H 20.472 12.990 10.845  0.000
H 18.226 10.997 11.606  0.001
H 20.984 10.381 10.286  0.000
H 19.800 9.353 11.039  0.000
H 20.694 10.349 12.045  0.000
H 17.745 13.004 5.714  0.000
H 20.403 12.251 7.188  0.000
H 20.156 13.009 5.630  0.000
H 19.636 11.319 5.781  0.000
H 18.958 14.143 8.339  0.000
H 17.418 14.597 7.391  0.000
H 19.100 14.849 6.693  0.000
C 14.251 10.444 11.656  -0.685
H 13.554 9.625 11.877  -0.047
H 14.920 10.717 12.455  0.006

HOMO-LUMO gap (alpha / beta)	7.663 / 7.451	eV
total energy	-4307.51040	hartree
<S²>	1.128
LUMO level (alpha / beta)	-2.44 / -2.45	eV
net charge	+1
highest occupied orbital energy (alpha / beta)	-0.371 / -0.364	hartree
multiplicity	2